Entry 1:
The following is a quantum chemistry calculation of a 10-piece molecular cluster, C49H125N7O16 overall at a distorted geometry, from OMol25.

Properties
E	-96014.913	eV
SMILES string	COC[C@H](C)N.COCCNCCOC.COCCNCCOC.COCCNCCOC.COCCNCCOC.COCCNCCOC.COCCNCCOC.CC(C)O.CC(C)O.CC(C)O
HOMO	-8.619	eV
energy above the lowest of the compared OMol25 structures with the same formula, charge and spin	631.6	kJ/mol

XYZ file:
```
197
Properties=species:S:1:pos:R:3:mulliken_charge:R:1
C -1.56461 -0.96015 -0.75347 0.232
O -0.08699 -0.57987 -0.73919 -0.135
C 0.32566 0.05092 0.47978 0.773
C 1.77383 -0.09163 0.73306 0.213
C 2.16436 0.39853 2.12865 0.429
N 2.48821 0.68069 -0.29597 -0.138
H -2.26726 -0.18127 -0.45727 0.214
H -1.68011 -1.87046 -0.16516 -0.601
H -1.84892 -1.22769 -1.77116 0.012
H 0.00591 1.09133 0.42147 0.138
H -0.29671 -0.28570 1.30890 -0.445
H 1.85325 -1.17864 0.71886 -0.004
H 2.14912 1.48767 2.08823 -0.243
H 3.15262 0.01312 2.37944 -0.481
H 1.52629 -0.02141 2.90623 -0.299
H 1.99321 0.46075 -1.14843 0.316
H 2.38579 1.65977 -0.07011 -0.120
C -3.35807 -3.88595 2.72770 -1.049
O -2.14991 -3.85739 2.00928 -0.263
C -1.09300 -3.17247 2.68413 -0.550
C 0.18633 -3.21589 1.74123 1.451
N 0.61026 -4.60656 1.35179 0.064
C 1.59996 -5.18501 2.26098 -0.058
C 2.15273 -6.45897 1.57466 -1.015
O 2.92815 -6.14808 0.38037 -0.255
C 4.21058 -6.73383 0.35930 -0.817
H -3.22060 -4.39945 3.67928 0.316
H -4.11110 -4.45732 2.18494 0.250
H -3.79293 -2.89052 2.63755 0.361
H -0.84329 -3.59131 3.65897 0.616
H -1.41850 -2.13293 2.64525 0.128
H 1.14716 -2.79166 2.03268 -0.513
H 0.10231 -2.58173 0.85869 -1.118
H 1.03187 -4.43435 0.45030 0.291
H 1.29932 -5.29803 3.30258 0.392
H 2.51171 -4.59221 2.33436 0.030
H 1.39603 -7.20641 1.33623 0.362
H 2.82634 -6.98627 2.25016 0.482
H 4.75107 -6.50066 -0.55809 0.256
H 4.29498 -7.82039 0.37851 0.341
H 4.83447 -6.35856 1.17049 0.279
C -1.37831 0.92409 3.59777 -0.552
O -1.05672 2.02691 2.76515 0.406
C -1.98457 3.10565 2.79325 -0.975
C -2.40702 3.51695 1.38361 -0.507
N -1.33753 3.87759 0.45473 -0.290
C -1.66743 3.57411 -0.94664 0.049
C -0.51127 3.94241 -1.87989 -0.641
O 0.77906 3.48437 -1.31809 0.111
C 1.99633 3.79876 -1.83699 -0.985
H -1.42134 1.17126 4.65850 0.344
H -0.60874 0.15673 3.51389 -0.311
H -2.20071 0.37735 3.13644 0.417
H -1.56402 3.94363 3.34916 0.143
H -2.95700 2.94723 3.25950 0.500
H -3.20881 4.24133 1.52682 0.436
H -2.86605 2.60863 0.99329 0.310
H -0.63736 3.16155 0.58572 -0.203
H -2.56042 4.14533 -1.20035 0.675
H -1.79190 2.50220 -1.10032 -0.335
H -0.38152 5.00780 -2.07013 0.342
H -0.54345 3.50795 -2.87904 0.159
H 2.19094 4.81517 -1.49473 0.381
H 2.08626 3.83087 -2.92280 0.259
H 2.87615 3.33902 -1.38681 0.239
C 7.88152 -3.09939 5.03170 -0.700
O 7.62822 -2.29747 3.86151 -0.375
C 6.45898 -2.70312 3.14102 -0.876
C 5.30707 -1.70472 3.36764 0.807
N 5.11900 -1.33323 4.70525 -0.212
C 4.28831 -2.31955 5.48979 -1.027
C 2.75941 -2.32053 5.01614 1.193
O 2.11149 -3.51587 5.41234 -0.410
C 0.84533 -3.32672 6.13907 -0.829
H 7.00608 -3.31081 5.64571 0.287
H 8.63738 -2.62498 5.65757 0.249
H 8.29238 -4.04593 4.68047 0.305
H 6.13309 -3.74261 3.17786 0.376
H 6.73502 -2.50193 2.10592 0.482
H 4.31948 -1.90148 2.95044 -0.264
H 5.61634 -0.84914 2.76728 -0.416
H 5.99488 -1.36938 5.20686 0.383
H 4.52674 -2.15726 6.54093 0.313
H 4.82870 -3.23429 5.24622 0.390
H 2.73041 -2.39785 3.92927 -0.782
H 2.38621 -1.32945 5.27418 0.164
H 1.05694 -3.13573 7.19114 0.346
H 0.36617 -4.29235 6.30054 0.281
H 0.16460 -2.54771 5.79579 0.295
C -1.55575 0.43715 -4.00884 -0.712
O -2.17756 1.66734 -4.16043 -0.013
C -2.94953 1.84163 -5.36267 -0.757
C -3.42738 3.28630 -5.41504 -0.351
N -2.29180 4.13683 -5.86767 -0.467
C -2.79330 5.55423 -5.70230 -0.592
C -1.70483 6.58931 -5.78141 -0.629
O -0.77020 6.36821 -4.64481 -0.166
C 0.43577 7.14833 -4.63313 -0.765
H -0.73607 0.18100 -4.68012 0.489
H -2.31957 -0.34019 -4.02897 0.374
H -1.02926 0.51006 -3.05721 -0.237
H -3.73218 1.09328 -5.23805 0.168
H -2.47833 1.42875 -6.25463 0.404
H -3.75150 3.52839 -4.40289 0.275
H -4.25519 3.43049 -6.10933 0.420
H -1.47227 4.06219 -5.28210 0.281
H -3.38731 5.55100 -4.78839 0.401
H -3.47027 5.77045 -6.52877 0.329
H -2.29695 7.50411 -5.75599 0.328
H -1.26247 6.46167 -6.76941 0.366
H 0.47686 8.23590 -4.57313 0.320
H 1.07248 6.84097 -5.46272 0.367
H 0.97511 6.65220 -3.82624 0.132
C 2.16297 3.60783 9.34389 -0.693
O 1.60054 2.81013 8.31900 -0.351
C 2.29706 2.42088 7.16727 -0.425
C 2.89118 3.57106 6.33495 -0.691
N 1.95547 4.70831 5.99966 -0.257
C 0.94193 4.32929 5.12851 -1.153
C 1.43239 4.11346 3.63221 1.420
O 1.83301 5.33992 3.10460 -0.486
C 2.59844 5.22651 1.89680 -0.124
H 1.33875 3.75624 10.04156 0.214
H 2.51016 4.51400 8.84749 0.314
H 3.04350 3.13480 9.77865 0.275
H 1.69452 1.78123 6.52239 0.188
H 3.04603 1.73708 7.56673 0.411
H 3.55406 3.19641 5.55500 0.293
H 3.65128 3.94986 7.01822 0.519
H 2.52521 5.29761 5.40955 0.357
H 0.12962 5.05259 5.05725 0.428
H 0.49170 3.40217 5.48325 0.262
H 0.67227 3.65916 2.99666 -0.625
H 2.26020 3.40569 3.67573 -0.134
H 1.88504 4.85538 1.16098 0.012
H 3.43041 4.53402 2.02481 -0.045
H 2.97461 6.23243 1.71051 0.335
C -4.74880 -0.95569 -2.47207 -0.248
O -5.44806 -0.93047 -3.75364 -0.220
C -6.26182 -1.95165 -4.24578 -0.584
C -7.12673 -1.66217 -5.50686 -0.468
N -8.31784 -0.88797 -5.22733 -0.397
C -9.17835 -0.75367 -6.44244 -0.921
C -8.63266 0.12516 -7.51979 -0.330
O -8.58514 1.49450 -7.08650 -0.316
C -7.89494 2.41601 -7.88791 -0.727
H -5.30264 -0.87646 -1.53661 0.335
H -4.02030 -0.15674 -2.33399 -0.103
H -4.38754 -1.98145 -2.39856 0.129
H -6.89731 -2.38404 -3.47293 0.385
H -5.52324 -2.69882 -4.53621 0.319
H -7.35692 -2.66974 -5.85314 0.308
H -6.40963 -1.25112 -6.21743 0.206
H -8.04384 0.05346 -4.98496 0.321
H -9.97116 -0.15044 -6.00010 0.369
H -9.60052 -1.66963 -6.85582 0.424
H -9.21181 0.06662 -8.44134 0.431
H -7.62269 -0.23230 -7.72051 0.286
H -8.34978 2.69121 -8.83948 0.282
H -6.86480 2.10926 -8.06906 0.286
H -7.78679 3.29329 -7.25012 0.256
C -0.31451 -3.56867 -3.79027 -0.923
C 0.73340 -2.70299 -4.32590 1.625
C 2.12294 -2.89830 -3.78246 -1.391
O 0.74477 -2.99136 -5.67880 -0.593
H -0.43903 -3.45995 -2.71288 0.048
H -0.32668 -4.61839 -4.08362 0.378
H -1.23498 -3.11117 -4.15294 0.261
H 0.41154 -1.69976 -4.04654 -0.689
H 2.43772 -3.90789 -4.04658 0.446
H 2.11684 -2.49206 -2.77101 0.096
H 2.86932 -2.18957 -4.14125 0.379
H 1.37144 -3.67751 -5.91982 0.389
C 5.48663 2.45593 1.59753 -0.378
C 6.28070 1.79957 0.40983 0.593
C 7.71623 1.60483 0.61504 -1.656
O 5.68153 0.58317 -0.05593 -0.640
H 5.26252 1.92948 2.52528 0.199
H 4.44639 2.60029 1.30572 -0.386
H 5.89652 3.44898 1.78178 0.493
H 6.07794 2.42121 -0.46227 0.332
H 8.27892 2.53836 0.61568 0.360
H 8.18988 0.97396 -0.13713 0.421
H 7.96686 1.08925 1.54211 0.310
H 4.82691 0.76938 -0.45160 0.297
C -3.70680 -5.22873 -2.45295 -1.367
C -3.42851 -5.19118 -0.94941 0.825
C -2.29053 -6.11682 -0.67142 -1.264
O -3.16246 -3.85785 -0.55262 -0.105
H -4.77591 -5.29996 -2.65298 0.378
H -3.30593 -6.10362 -2.96479 0.401
H -3.41806 -4.45963 -3.16935 0.086
H -4.38030 -5.45962 -0.49102 0.246
H -2.53431 -7.16751 -0.82860 0.474
H -1.90593 -5.99404 0.34106 0.248
H -1.48406 -5.83216 -1.34720 0.197
H -2.69450 -3.88363 0.28520 0.086
```

Entry 2:
The following is a quantum chemistry calculation of C49H26ClF4N9O4P2PtSe2 as an isolated structure at a distorted geometry, from OMol25.

Properties
E	-248742.131	eV
HOMO	-7.385	eV

XYZ file:
```
98
Properties=species:S:1:pos:R:3:mulliken_charge:R:1
Pt -1.38214 -1.34535 -2.41588 0.768
O 0.20805 -6.13240 -5.12810 -0.562
C -0.67425 -6.45117 -4.21086 0.546
O -1.05196 -7.57954 -4.02737 -0.594
C -1.21439 -5.32916 -3.37040 0.238
C -2.11073 -5.50863 -2.31700 -0.111
Cl -2.84040 -6.91391 -1.76466 -0.119
N -2.39375 -4.29957 -1.78317 0.330
N -1.72220 -3.34484 -2.44245 -0.255
C -0.99885 -3.93793 -3.39739 0.262
C -0.17255 -3.04801 -4.29693 0.979
O 0.57751 -3.54843 -5.12615 -0.853
O -0.34493 -1.80419 -4.12271 -0.696
C -3.24948 -4.03649 -0.68363 0.150
C -2.98669 -4.61743 0.54946 -0.179
C -3.82442 -4.34694 1.61680 -0.985
C -4.93347 -3.53183 1.44755 -0.541
C -5.19924 -2.96913 0.20990 -0.362
C -4.34926 -3.20513 -0.85932 -0.519
H 0.42891 -5.15384 -5.18875 0.446
H -2.12078 -5.25188 0.66225 0.604
H -3.60116 -4.76483 2.58658 0.432
H -5.59726 -3.33809 2.27598 0.421
H -6.06380 -2.33798 0.06753 0.439
H -4.53343 -2.76598 -1.82985 0.453
Se 1.46287 4.74524 -4.03339 -0.291
P 0.67345 4.11097 -2.14958 -0.195
C -0.70140 5.22333 -1.68977 1.093
C -0.85103 5.98396 -0.53889 0.018
C -1.90884 6.87768 -0.45376 -0.851
C -2.82019 6.99753 -1.48948 -0.584
C -2.68995 6.20735 -2.62204 -0.809
C -1.63154 5.32963 -2.72387 -0.754
C 2.07677 3.91078 -1.01245 0.382
C 2.47256 4.83241 -0.05154 -0.058
C 3.64796 4.61250 0.64971 -0.740
C 4.43960 3.51135 0.36645 -0.729
C 4.06006 2.60932 -0.61641 -0.599
C 2.87979 2.80641 -1.30458 -0.327
C -0.07337 2.49974 -2.40143 0.749
C -0.57860 1.39847 -1.69931 -0.045
N -0.92137 0.51802 -2.67734 0.651
N -0.65645 1.01971 -3.84217 -1.292
N -0.15361 2.19694 -3.70975 0.022
P -1.14029 0.91461 -0.06898 0.800
Se -2.56670 -0.69439 -0.36777 -0.422
C 0.13208 0.54801 1.17795 0.361
C -0.05740 -0.51903 2.04801 -0.680
C 0.86051 -0.74215 3.05723 -0.970
C 1.96395 0.08613 3.19205 -0.806
C 2.15084 1.14484 2.31807 -0.381
C 1.22882 1.38889 1.31609 0.120
C -2.09949 2.30914 0.58799 1.079
C -2.84255 3.10143 -0.28014 -0.603
C -3.72901 4.03299 0.22671 -0.738
C -3.89683 4.15545 1.59737 -0.624
C -3.17544 3.34682 2.46205 -0.813
C -2.27096 2.42698 1.96223 -0.626
H -0.16713 5.89127 0.29145 0.269
H -2.01318 7.49163 0.42885 0.418
H -3.63328 7.70501 -1.41711 0.403
H -3.39974 6.28415 -3.43067 0.418
H -1.50121 4.72382 -3.61235 0.440
H 1.88594 5.71719 0.14457 0.373
H 3.94718 5.31657 1.41253 0.441
H 5.36311 3.36115 0.90388 0.429
H 4.68056 1.75780 -0.84524 0.456
H 2.57380 2.10945 -2.07342 0.414
H -0.92296 -1.16108 1.93754 0.518
H 0.71368 -1.56170 3.74345 0.497
H 2.67229 -0.08568 3.98782 0.541
H 3.01947 1.77505 2.41976 0.500
H 1.34729 2.22767 0.64650 0.087
H -2.73820 2.98288 -1.34965 0.457
H -4.30522 4.64480 -0.45045 0.523
H -4.60556 4.86925 1.99197 0.454
H -3.32830 3.42045 3.52865 0.431
H -1.70074 1.79058 2.62518 0.380
F 2.37907 -5.51355 1.78613 -0.295
C 2.98336 -4.32776 1.94824 0.284
C 3.88553 -4.17763 2.97310 0.023
F 4.13260 -5.22651 3.76613 -0.315
C 4.52952 -2.94193 3.24510 0.195
C 4.27884 -1.91770 2.29647 0.377
C 3.39319 -2.07921 1.26317 0.746
F 3.21738 -1.05520 0.40380 -0.268
C 2.63670 -3.25879 1.08998 0.351
C 1.55297 -3.31800 0.17722 -0.232
C 1.11348 -2.22209 -0.53869 0.270
N 0.62229 -1.31806 -1.07982 -0.394
C 0.69081 -4.41139 0.05766 0.288
N -0.08839 -5.24380 -0.09651 -0.532
F 4.90583 -0.73338 2.40253 -0.356
C 5.31720 -2.72952 4.39842 0.793
C 5.75258 -1.45402 4.77502 -0.015
N 6.07289 -0.41239 5.14456 -0.472
C 5.64989 -3.73254 5.31854 -0.078
N 5.95284 -4.51516 6.10496 -0.445
```